No. 1
A single C5H5NO2 molecule in a non-equilibrium geometry. Source: OMol25; level of theory: ωB97M-V/def2-TZVPD.

The geometry in XYZ format:
```
13
Properties=species:S:1:pos:R:3:nbo_charge:R:1
C 1.5652 0.0439 -0.5548 0.15
C 0.9864 1.1835 -0.1673 -0.35
C -0.2713 0.7630 0.5287 0.00
O -1.4134 1.1141 -0.1763 -0.37
N -2.0873 -0.0919 -0.5711 -0.06
C -1.3392 -1.0288 -0.3082 0.00
C -0.1990 -0.7321 0.5444 0.00
O 1.0235 -1.1134 -0.0875 -0.49
H 2.5315 -0.0694 -1.1239 0.21
H 1.0976 2.2353 -0.5985 0.25
H -0.4127 1.1561 1.5619 0.20
H -1.4336 -2.1430 -0.5858 0.22
H -0.0477 -1.3173 1.5385 0.23
```

Kohn-Sham gap	9.994	eV
relative energy (zero: lowest compared OMol25 entry of this formula, charge and spin)	88.3	kcal per mole
LUMO level	0.72	eV

No. 2
An isolated ion of composition C4H5N2S and charge -1 in a non-equilibrium geometry. Source: OMol25; level of theory: ωB97M-V/def2-TZVPD.

The geometry in XYZ format:
```
12
Properties=species:S:1:pos:R:3:nbo_charge:R:1
C -0.1464 -1.7889 0.0060 -0.04
C 1.2288 -1.3729 0.1498 -0.09
C -0.7839 0.3296 -0.6235 0.30
C -1.2215 1.6137 -0.0975 -0.74
N -1.0193 -0.8893 -0.2215 -0.56
N 1.4151 -0.1126 0.0265 -0.60
S 2.7594 0.7649 0.0996 -0.22
H -0.5000 -2.7436 0.2239 0.16
H 1.9817 -2.0979 0.3822 0.14
H -2.1601 1.9359 -0.4017 0.19
H -0.9528 1.8355 0.9619 0.23
H -0.6011 2.5256 -0.5058 0.22
```

Kohn-Sham gap (alpha / beta)	4.993 / 5.872	eV
spin multiplicity	3
relative energy (zero: lowest compared OMol25 entry of this formula, charge and spin)	19.6	kcal per mole
⟨S²⟩	2.067
total charge	-1
LUMO level (alpha / beta)	4.02 / 3.32	eV

Q: Which value of relative energy (zero: lowest compared OMol25 entry of this formula, charge and spin) does entry 1 give?
A: 88.3 kcal per mole

What did the second record say?
An isolated ion of composition C4H5N2S and charge -1 in a non-equilibrium geometry. Source: OMol25; level of theory: ωB97M-V/def2-TZVPD.

The geometry in XYZ format:
```
12
Properties=species:S:1:pos:R:3:nbo_charge:R:1
C -0.1464 -1.7889 0.0060 -0.04
C 1.2288 -1.3729 0.1498 -0.09
C -0.7839 0.3296 -0.6235 0.30
C -1.2215 1.6137 -0.0975 -0.74
N -1.0193 -0.8893 -0.2215 -0.56
N 1.4151 -0.1126 0.0265 -0.60
S 2.7594 0.7649 0.0996 -0.22
H -0.5000 -2.7436 0.2239 0.16
H 1.9817 -2.0979 0.3822 0.14
H -2.1601 1.9359 -0.4017 0.19
H -0.9528 1.8355 0.9619 0.23
H -0.6011 2.5256 -0.5058 0.22
```

Kohn-Sham gap (alpha / beta)	4.993 / 5.872	eV
spin multiplicity	3
relative energy (zero: lowest compared OMol25 entry of this formula, charge and spin)	19.6	kcal per mole
⟨S²⟩	2.067
total charge	-1
LUMO level (alpha / beta)	4.02 / 3.32	eV

Q: The lowest relative energy (zero: lowest compared OMol25 entry of this formula, charge and spin) belongs to which entry?
A: C4H5N2S

Q: Among the records above, which one has the highest relative energy (zero: lowest compared OMol25 entry of this formula, charge and spin)?
A: C5H5NO2